The following is a DFT calculation (ωB97M-V with the def2-TZVPD basis set) of the ion C8H8NO3S with charge -1.

XYZ file:
```
21
C8H8NO3S | OMol25 | ωB97M-V with the def2-TZVPD basis set
O 2.50 0.06 -2.14
C -1.11 0.14 1.45
H 1.67 1.62 -0.63
O 1.01 -1.82 -1.69
O 0.60 -0.42 -3.73
C -0.20 2.25 0.45
H -1.82 2.23 1.74
C 0.53 1.46 -0.59
C 0.08 -0.48 1.45
H 0.67 -2.24 0.36
H -0.73 -2.57 1.41
H 0.86 0.13 1.70
H 0.92 -2.33 2.36
C 0.26 -1.97 1.40
H -2.10 -0.13 1.50
C -1.07 1.58 1.20
C 0.09 0.46 -1.33
S 1.16 -0.52 -2.36
C -1.23 -0.03 -1.35
H 0.04 3.32 0.26
N -2.14 -0.73 -1.47
```

Output
Spin multiplicity ... 1
HOMO energy ... -5.20 eV
SMILES string ... C/C=C/C=C\C=C(/C#N)S(=O)(=O)[O-]
Energy above the lowest of the compared OMol25 structures with the same formula, charge and spin ... 35.6 kcal/mol
E ... -988.26923 a.u.
Kohn-Sham gap ... 8.5 eV
Charge ... -1


The following is a DFT calculation (ωB97M-V with the def2-TZVPD basis set) of a cluster of 12 separate species, C45H58N11O in total.

XYZ file:
```
115
C45H58N11O | OMol25 | ωB97M-V with the def2-TZVPD basis set
N -56.37 -16.68 4.79
H -58.20 -18.87 3.00
H -53.63 -21.46 1.03
H -49.48 -19.68 0.09
C -54.23 -21.58 3.83
N -53.42 -17.01 5.23
H -53.27 -17.44 4.17
N -53.54 -15.56 -1.32
H -55.63 -12.31 0.04
C -56.53 -17.91 4.03
H -55.05 -21.37 3.37
C -55.04 -13.12 0.50
H -53.58 -25.21 -1.02
C -55.09 -23.98 -0.19
H -51.35 -16.79 2.73
C -53.50 -17.93 6.25
N -57.30 -20.27 -0.03
H -50.77 -19.10 -3.97
C -58.47 -16.99 -1.60
H -48.81 -17.28 2.43
N -53.11 -20.97 4.09
H -56.93 -19.52 -0.72
C -50.65 -15.65 1.31
C -53.66 -17.22 7.40
H -49.76 -13.88 0.28
H -50.91 -16.48 0.65
H -57.67 -14.92 4.80
C -50.17 -14.37 1.15
H -58.74 -23.17 0.44
N -56.25 -17.06 -1.54
C -58.42 -16.66 3.92
H -53.81 -14.86 7.54
H -54.19 -18.90 2.26
C -56.66 -17.29 -0.23
C -54.03 -15.73 -3.35
C -54.42 -14.96 1.74
C -53.25 -16.97 -2.96
C -58.02 -21.30 -0.54
C -53.79 -24.36 -0.25
H -52.90 -20.06 3.71
H -50.31 -12.78 2.88
H -53.42 -18.81 6.05
C -56.90 -20.49 1.24
H -52.84 -19.07 1.09
C -47.82 -19.19 1.86
C -53.79 -22.38 0.65
H -46.79 -19.05 1.72
H -52.63 -17.80 -0.86
C -48.77 -18.57 -2.92
C -57.46 -15.87 4.52
H -55.98 -19.93 1.51
H -52.30 -14.27 1.28
H -53.02 -17.63 -3.61
C -52.59 -22.80 5.02
C -53.09 -16.83 -1.57
H -58.54 -17.36 0.63
C -50.59 -19.43 -1.75
C -57.53 -21.64 1.68
H -55.54 -16.16 5.20
O -52.53 -18.21 2.91
C -48.47 -20.50 1.65
C -48.39 -18.70 -1.55
H -54.31 -15.32 -4.38
C -57.32 -16.88 -2.41
N -53.25 -14.18 1.30
N -50.00 -19.18 2.43
C -50.26 -18.97 -2.98
C -55.50 -14.29 1.31
H -53.45 -14.91 4.96
C -54.14 -14.91 -2.31
C -49.70 -20.35 1.89
H -53.62 -17.76 8.28
H -56.51 -14.56 1.51
C -50.43 -13.73 2.55
H -54.42 -23.95 4.29
C -52.12 -21.58 4.71
N -50.98 -15.89 2.57
C -50.82 -14.78 3.38
H -48.17 -18.16 -3.67
H -53.40 -17.55 1.39
H -51.54 -19.87 -1.46
N -55.08 -22.77 0.35
H -53.63 -15.04 -0.20
H -55.73 -17.39 0.52
H -52.03 -23.56 5.46
H -50.81 -18.86 2.67
C -48.83 -18.37 2.33
H -52.98 -12.35 0.02
H -51.18 -21.29 4.93
H -47.45 -18.43 -1.10
N -49.47 -19.19 -0.92
C -54.12 -22.83 4.48
H -57.46 -22.13 2.47
C -58.01 -17.32 -0.26
H -57.51 -16.55 -3.61
C -53.66 -13.08 0.55
H -54.36 -15.82 2.35
H -56.09 -22.19 0.44
C -57.72 -17.89 3.49
C -53.48 -15.74 5.56
C -53.65 -15.71 6.96
C -52.86 -23.25 0.24
H -47.95 -21.28 1.11
H -58.27 -21.38 -1.62
H -54.42 -13.85 -2.20
H -59.41 -16.34 3.60
H -50.47 -21.12 1.74
H -51.05 -14.89 4.38
C -58.34 -22.19 0.44
H -51.92 -23.09 0.25
H -56.08 -24.39 -0.37
H -59.45 -16.71 -1.93
H -55.29 -16.93 -1.65
C -53.32 -18.42 1.77
H -55.56 -18.60 3.96
```

Output
Spin multiplicity ... 1
HOMO energy ... -5.93 eV
Energy above the lowest of the compared OMol25 structures with the same formula, charge and spin ... 217.8 kcal/mol
E ... -2426.52352 a.u.
Kohn-Sham gap ... 8.6 eV
Charge ... -1


The following is a DFT calculation (ωB97M-V with the def2-TZVPD basis set) of a structure of composition C18H36O18.

XYZ file:
```
72
C18H36O18 | OMol25 | ωB97M-V with the def2-TZVPD basis set
H 12.24 25.24 7.89
H 15.01 31.64 11.39
H 21.01 28.55 19.21
C 20.03 28.64 16.03
H 20.90 30.23 18.26
C 7.64 30.09 19.29
C 20.18 28.19 13.73
H 16.15 26.94 11.70
C 10.53 26.56 17.82
O 14.33 35.41 14.74
O 20.30 27.80 15.07
O 12.89 25.31 10.70
H 16.28 31.03 14.15
C 15.22 34.52 14.78
C 16.67 32.15 9.55
H 7.35 30.59 20.12
O 8.85 28.66 17.27
C 13.73 32.77 15.20
O 13.99 24.81 8.85
H 16.07 36.65 14.59
O 18.03 32.40 9.17
H 14.49 26.66 12.46
H 19.24 32.67 7.53
O 13.06 28.74 14.45
H 15.01 33.35 11.99
C 16.88 36.22 14.77
C 20.59 29.24 18.46
H 11.07 28.31 14.55
O 16.39 32.80 10.67
O 15.33 29.29 14.36
O 19.28 29.57 15.88
O 16.02 31.49 8.86
O 9.96 27.49 18.74
C 15.39 26.26 11.75
H 16.38 29.86 12.76
O 20.63 28.38 17.25
C 11.85 28.49 13.90
C 9.16 28.35 18.52
H 19.69 29.62 18.73
H 17.34 36.51 15.65
O 13.88 29.97 12.83
H 18.81 31.06 7.92
C 18.48 32.00 7.91
H 11.53 29.49 13.42
H 17.25 29.70 14.19
C 12.72 24.39 8.14
H 12.30 23.56 8.64
H 13.56 32.83 16.32
C 15.12 32.68 11.20
H 13.16 24.19 7.19
C 16.36 30.07 13.77
H 13.79 31.65 14.91
H 10.94 25.84 18.58
H 9.74 26.04 17.22
C 13.92 25.25 10.11
H 11.18 26.87 17.04
H 17.78 32.20 7.18
O 8.56 29.06 19.47
H 11.91 27.64 13.43
H 18.96 28.78 13.54
H 12.97 33.31 14.66
H 21.00 28.69 13.47
O 16.41 34.91 14.77
O 15.06 25.97 10.50
H 7.88 30.81 18.42
C 14.01 29.44 13.91
H 15.71 25.43 12.12
H 14.39 32.95 10.48
H 17.44 36.16 13.89
O 15.05 33.18 14.91
H 6.70 29.68 19.05
H 20.14 27.37 12.95
```

Output
Spin multiplicity ... 1
HOMO energy ... -9.83 eV
Energy above the lowest of the compared OMol25 structures with the same formula, charge and spin ... 251.6 kcal/mol
E ... -2061.41636 a.u.
Kohn-Sham gap ... 10.4 eV
Charge ... 0


The following is a DFT calculation (ωB97M-V with the def2-TZVPD basis set) of a structure of composition C42H40IN2PPt.

XYZ file:
```
87
C42H40IN2PPt | OMol25 | ωB97M-V with the def2-TZVPD basis set
C -1.60 4.04 -0.27
H 5.09 2.13 -0.86
C 1.74 4.51 -1.64
H -4.35 6.77 -0.33
C -5.31 4.37 0.01
C 2.46 -1.52 -1.77
H 3.37 2.45 -0.73
H -3.25 -2.79 3.42
H -6.02 5.19 0.06
H 2.23 2.35 1.44
C -2.21 0.07 4.88
C 2.59 -0.82 1.41
C -1.19 -2.64 1.73
C 4.14 1.70 -0.55
H 1.93 5.19 -0.82
H -3.90 -1.20 5.20
C 0.91 3.40 -1.47
C -2.26 6.37 -0.55
C 2.01 -1.59 3.78
C -2.65 -1.92 3.61
C -3.00 -1.04 4.62
C -2.95 3.63 -0.17
C 2.82 -0.43 -0.93
C 3.82 0.48 -1.34
C -1.50 -1.70 2.83
C 0.73 2.49 -2.52
H 1.17 -1.67 4.47
H 1.19 2.01 -4.54
C 1.22 5.74 3.00
C 1.34 2.71 -3.74
H 4.45 -0.92 2.42
P -0.03 3.13 0.06
H -2.48 0.74 5.68
C 4.52 0.22 -2.52
H 5.33 0.86 -2.82
C -0.68 -0.57 3.12
C 2.32 4.73 -2.88
H 0.09 1.62 -2.38
H -0.26 5.66 -0.74
H 0.93 -2.91 -2.32
H 3.64 3.38 3.23
N 0.46 -0.39 2.34
H 3.00 5.56 4.18
C -1.29 5.38 -0.54
C -5.75 3.07 0.10
C 0.83 3.99 1.41
H 4.55 -1.28 0.69
H -5.18 1.02 0.05
H -0.47 -2.23 1.03
C 1.35 -2.44 -1.42
H 4.75 -1.05 -4.24
H 0.40 1.84 3.60
C -3.95 4.67 -0.16
H -0.48 5.67 1.69
C 1.63 -0.89 2.53
N 2.16 -0.33 0.29
H -0.91 2.38 4.67
H 2.95 -2.59 -3.56
C -0.25 1.56 4.42
H 1.71 -3.26 -0.79
Pt 0.23 0.81 0.46
H 2.41 -2.58 3.59
H -0.80 -3.57 2.14
H 3.92 -2.46 1.84
H 0.36 1.39 5.31
H 2.58 4.03 -4.88
C -3.47 2.31 -0.11
H 0.92 6.66 3.46
H -6.81 2.84 0.20
I -2.33 0.55 -0.51
C 3.95 -1.39 1.59
H -2.10 -2.91 1.19
C -1.05 0.34 4.13
C 1.97 3.32 1.88
C 2.38 5.11 3.42
C 4.21 -0.88 -3.32
H 4.18 1.50 0.52
C -3.58 6.02 -0.33
C 2.12 3.84 -3.92
H 2.81 -1.03 4.28
C 3.19 -1.74 -2.94
H 2.93 5.61 -3.02
C -4.82 2.04 0.03
C 2.76 3.88 2.87
C 0.43 5.18 2.00
H -1.98 7.40 -0.71
H 0.54 -1.92 -0.90
```

Output
Spin multiplicity ... 5
HOMO energy (alpha / beta) ... -18.07 / -18.03 eV
⟨S²⟩ ... 6.058
Energy above the lowest of the compared OMol25 structures with the same formula, charge and spin ... 15.0 kcal/mol
E ... -2490.79492 a.u.
Kohn-Sham gap (alpha / beta) ... 6.5 / 3.6 eV
Charge ... +4


- E of number 4 (C42H40IN2PPt)?
  -2490.79492 a.u.